[1]
A cluster of 2 separate species, C2H9NS2 in total. Source: OMol25; level of theory: ωB97M-V/def2-TZVPD.

Computed properties:
Calculated total energy ... -25379.8124 eV
Multiplicity ... 1
ΔE to the lowest compared entry with this formula, charge and spin ... 0.902 eV
Frontier orbital gap ... 8.91 eV
F_max ... 0.02973 hartree/bohr
LUMO level ... 0.01252 Eh

Last column: Mulliken charge in e.
CARTESIAN COORDINATES (ANGSTROEM)
C 0.92434 0.61367 -0.68342  -0.806
C -0.52803 0.50745 -1.13982  -0.238
N -0.73712 1.00676 -2.53889  -0.622
H 1.34104 1.61675 -0.80681  0.318
H 1.01143 0.29469 0.37009  0.078
H 1.55495 -0.06812 -1.31860  0.258
H -0.81420 -0.56231 -1.06880  0.244
H -1.20935 1.06774 -0.43493  0.295
H -0.98569 0.15438 -3.09719  0.244
H -1.56717 1.60173 -2.52100  0.243
S 1.12983 -0.98780 3.22831  -0.162
S -0.67657 -1.96391 3.31780  -0.160
H 1.43909 -1.40632 2.01745  0.146
H -0.88258 -1.87471 4.67581  0.160

***

[2]
A structure of composition C7H24N4O5Sm. Source: OMol25; level of theory: ωB97M-V/def2-TZVPD.

Computed properties:
Calculated total energy ... -41741.2423 eV
Multiplicity ... 6
ΔE to the lowest compared entry with this formula, charge and spin ... 2.923 eV
Frontier orbital gap (alpha / beta) ... 4.36 / 4.41 eV
F_max ... 0.15373 hartree/bohr
Net charge ... +1
LUMO level (alpha / beta) ... -0.17202 / -0.17177 Eh

Last column: Mulliken spin population.
CARTESIAN COORDINATES (ANGSTROEM)
O 0.91573 2.18801 0.05300  -0.018
H 2.08103 2.40608 -1.05564  0.000
Sm -1.16721 -0.01912 0.38266  5.044
N -0.91724 -0.21279 -2.00037  -0.012
N 0.13430 -1.87209 -0.55037  0.002
O -1.79681 0.58249 -2.75146  0.000
O 0.50065 -2.93773 0.31478  0.001
C -0.18005 -1.09031 -2.69551  0.001
C 0.47185 -2.03307 -1.83705  -0.001
C -0.10256 -1.15574 -4.18149  0.000
C 1.34859 -3.14602 -2.29299  0.000
H -0.75558 -0.39933 -4.62873  0.000
H -0.41191 -2.14991 -4.54458  0.000
H 0.92960 -0.98648 -4.52932  0.000
H 2.32760 -3.13838 -1.78839  0.000
H 1.55135 -3.02890 -3.36390  0.000
H 0.88434 -4.13915 -2.17146  0.000
H -2.44129 0.87789 -2.05019  0.000
H 1.11329 -3.48872 -0.22600  0.000
O -1.59656 -2.07345 1.64266  0.001
H -2.36379 -2.51891 2.04772  0.000
H -0.92750 -2.76291 1.40385  0.000
C 2.49775 3.25949 -0.52367  0.000
H 1.83353 4.11997 -0.60327  0.000
H 3.44157 3.55028 -1.00784  -0.001
H 2.69017 3.11371 0.53732  0.000
O -2.85747 0.85777 -0.27713  -0.008
H 0.34159 2.96375 0.00549  0.002
H -3.73334 1.28817 -0.29474  0.000
N -1.78442 1.23502 2.58355  -0.007
C -0.72056 1.59305 3.60220  0.000
C 0.37015 0.55304 3.54292  0.001
N 0.76291 0.32884 2.12450  -0.007
H -2.31352 2.07442 2.32256  0.001
H -2.47883 0.63778 3.04368  0.001
H -0.33179 2.58075 3.33806  0.000
H -1.15791 1.64501 4.60989  0.000
H 1.22504 0.87174 4.15434  0.000
H 0.00363 -0.39784 3.94240  0.000
H 1.10472 1.19101 1.64908  -0.001
H 1.50893 -0.36745 2.07343  0.001

***

[3]
A cluster of 2 separate species, C4H8O3 in total. Source: OMol25; level of theory: ωB97M-V/def2-TZVPD.

Computed properties:
Calculated total energy ... -10416.7989 eV
Multiplicity ... 1
ΔE to the lowest compared entry with this formula, charge and spin ... 4.205 eV
Frontier orbital gap ... 9.59 eV
F_max ... 0.00905 hartree/bohr
LUMO level ... 0.01042 Eh

Last column: Mulliken charge in e.
CARTESIAN COORDINATES (ANGSTROEM)
O -1.13640 2.51692 -0.66003  -0.341
C -1.45057 1.43271 -1.32755  -0.231
C -0.93508 -1.35966 0.36420  -1.001
C 0.49744 -1.07345 0.00545  0.839
O 1.08064 -1.64208 -0.89778  -0.622
C 1.23427 0.00237 0.78866  -0.391
O 2.52295 0.18943 0.29602  -0.542
H -1.85020 2.69899 -0.02705  0.381
H -0.57308 1.31692 -2.00764  0.162
H -1.57912 -0.71898 -0.25682  0.258
H -1.16990 -2.40383 0.14626  0.344
H -1.14706 -1.13037 1.41395  0.281
H 0.64469 0.93365 0.73370  0.195
H 1.24732 -0.29937 1.85003  0.287
H 2.61410 -0.46323 -0.42141  0.379

***

[4]
A cluster of 9 separate species, C31H52O27 in total. Source: OMol25; level of theory: ωB97M-V/def2-TZVPD.

Computed properties:
Calculated total energy ... -88268.6479 eV
Multiplicity ... 2
Frontier orbital gap (alpha / beta) ... 1.86 / 10.34 eV
F_max ... 0.12529 hartree/bohr
Net charge ... -1
LUMO level (alpha / beta) ... 0.07558 / 0.07334 Eh

Last column: Mulliken spin population.
CARTESIAN COORDINATES (ANGSTROEM)
C -7.25123 -7.47012 18.97730  0.025
C -6.94794 -6.69665 17.72290  0.009
O -5.55481 -6.79829 17.70134  -0.014
C -4.99523 -7.46532 18.77036  0.131
O -3.82531 -7.83197 18.87481  -0.051
O -6.01126 -7.83228 19.56154  -0.022
H -7.79072 -8.31095 18.54133  0.001
H -7.82661 -6.88961 19.69844  -0.024
H -7.36791 -5.69585 17.82348  0.060
H -7.29210 -7.05417 16.75242  -0.020
C -1.71683 -11.67602 17.80519  0.001
C -1.69079 -12.55990 16.56581  0.001
O -1.95904 -13.85407 17.01047  0.000
C -2.21978 -13.86771 18.28285  0.001
O -2.47906 -14.82592 19.00960  0.000
O -2.10180 -12.66716 18.76429  -0.001
H -2.56766 -11.00321 17.69789  0.001
H -0.77494 -11.20855 18.09228  -0.001
H -0.65322 -12.58281 16.23260  0.000
H -2.23619 -12.12924 15.72606  0.000
C -5.70142 -1.66457 12.14615  1.197
C -7.06014 -1.74276 12.84635  0.149
O -7.23627 -3.04022 13.06819  -0.073
C -6.09846 -3.72849 12.80501  -0.262
O -5.99185 -4.89697 13.01073  0.104
O -5.20246 -2.95623 12.31978  -0.311
H -5.03376 -1.03988 12.73952  -0.312
H -5.76093 -1.35318 11.10327  -0.231
H -7.74323 -1.14726 12.24065  -0.040
H -6.88170 -1.20614 13.77817  0.101
C -3.28276 -5.64604 15.11556  0.050
C -4.26920 -6.82974 14.80706  0.117
C -4.14094 -7.31863 13.35796  -0.201
O -3.88987 -8.70820 13.56923  -0.023
C -3.59995 -8.92247 14.86385  0.159
O -3.14621 -9.94327 15.37974  -0.008
O -3.85410 -7.90831 15.59414  -0.033
H -2.29752 -5.65581 14.64939  -0.010
H -3.13913 -5.65503 16.19602  0.101
H -3.80693 -4.69310 15.04318  -0.177
H -5.33512 -6.75738 15.02309  0.020
H -3.31163 -6.91198 12.77918  0.026
H -5.09945 -7.18505 12.85646  0.007
C -3.13078 -3.28437 18.50608  0.187
C -4.27890 -2.40573 17.97543  0.087
C -4.15570 -1.82414 16.52187  2.235
O -5.39095 -2.03162 15.97223  -1.198
C -6.06019 -2.98306 16.69245  -0.139
O -7.15759 -3.33351 16.26754  0.044
O -5.39995 -3.33037 17.85850  -0.090
H -2.22789 -2.71269 18.72069  -0.211
H -2.92373 -3.96958 17.68405  0.029
H -3.58006 -3.80923 19.34915  0.115
H -4.56531 -1.61322 18.66680  -0.443
H -3.38179 -2.40661 16.02200  0.042
H -3.95598 -0.79000 16.80253  -0.322
C 1.12262 -4.52011 14.51897  0.046
O 1.74109 -4.44772 13.21927  -0.084
C 2.09134 -3.21918 12.69907  0.365
O 2.08185 -2.10406 13.17374  -0.188
O 2.31941 -3.51418 11.36513  -0.030
C 2.01509 -2.60697 10.34216  0.099
H 1.79656 -4.03305 15.22373  -0.016
H 0.98423 -5.58640 14.69781  -0.019
H 0.17141 -3.98785 14.51961  0.044
H 2.95965 -2.42088 9.83101  -0.003
H 1.80042 -1.56184 10.56515  -0.001
H 1.25285 -3.13758 9.77161  -0.001
C -0.83554 -5.90596 11.29829  -0.174
O -1.15805 -6.73163 10.19607  0.007
C -1.45267 -8.06984 10.34103  0.029
O -1.81217 -8.70913 9.28032  0.001
O -1.57020 -8.46667 11.58577  0.026
C -1.63179 -9.85911 11.83589  0.006
H -0.26442 -5.02039 11.01957  0.034
H -0.10012 -6.48497 11.85686  0.012
H -1.63717 -5.58626 11.96409  0.042
H -1.42956 -10.00559 12.89690  -0.001
H -0.89325 -10.55557 11.43889  0.001
H -2.62401 -10.27111 11.65190  0.002
C -0.80224 -6.07252 17.85683  0.006
C -0.64419 -7.49852 17.37001  -0.001
O 0.18118 -7.49406 16.21503  -0.028
C 0.49859 -8.57372 15.58355  -0.033
O 0.08719 -9.67553 15.90260  -0.007
O 1.46243 -8.38630 14.65986  -0.034
C 1.87877 -9.48439 13.87223  0.002
H -0.79389 -5.27690 17.11182  0.085
H 0.03199 -5.90689 18.53854  -0.063
H -1.64228 -5.93263 18.53716  0.023
H -1.59908 -7.97750 17.15353  0.005
H -0.12955 -8.06404 18.14682  0.006
H 2.49736 -10.04539 14.57275  0.000
H 2.55521 -9.09176 13.11304  -0.003
H 1.08397 -10.07733 13.41967  0.001
C -8.12744 -5.92813 10.35929  0.071
C -7.69757 -7.35052 10.68236  -0.005
O -6.39980 -7.61346 10.12485  -0.007
C -5.59009 -8.69317 10.23825  0.014
O -4.49683 -8.81492 9.69479  -0.004
O -6.24692 -9.66616 10.96883  -0.005
C -5.86005 -11.02383 11.01952  0.002
H -8.17352 -6.01561 9.27378  -0.003
H -7.46115 -5.19017 10.80603  0.008
H -9.08160 -5.57681 10.75205  -0.002
H -8.40013 -8.03964 10.21373  -0.001
H -7.65668 -7.55286 11.75264  -0.004
H -4.84515 -11.15293 11.39556  0.000
H -5.66991 -11.47663 10.04642  0.000
H -6.53222 -11.58184 11.67137  -0.001

***

[5]
A cluster of 11 separate species, C20H21BrCl40IN2O in total. Source: OMol25; level of theory: ωB97M-V/def2-TZVPD.

Computed properties:
Calculated total energy ... -605134.6814 eV
Multiplicity ... 1
ΔE to the lowest compared entry with this formula, charge and spin ... 3.015 eV
Frontier orbital gap ... 9.30 eV
F_max ... 0.08743 hartree/bohr
Net charge ... +1
LUMO level ... -0.11060 Eh

Last column: Mulliken charge in e.
CARTESIAN COORDINATES (ANGSTROEM)
C 1.75281 0.20525 -0.17529  -0.934
C 1.33422 0.41375 -1.72616  -0.107
C -0.27789 0.59925 -1.88029  -0.229
C -0.53600 2.12195 -2.25863  -0.441
C -0.07592 2.26072 -3.80691  -0.340
N -1.95843 2.63540 -2.00712  1.020
N -1.92446 4.00220 -2.41315  -0.654
C -2.07808 2.72425 -0.49058  -0.274
C -3.40243 3.39321 0.06878  -0.253
O -3.96727 4.42208 -0.30090  -0.444
I -4.33878 2.38960 1.80093  0.184
C -3.02926 1.82807 -2.67180  -0.589
Br -4.66458 2.89910 -3.17136  0.040
C -3.60104 0.59525 -1.81684  0.773
C -4.81467 -0.05562 -2.69180  -1.253
H 0.88459 -0.23651 0.43462  0.279
H 2.03978 1.19878 0.30406  0.362
H 2.66647 -0.47188 -0.08950  -0.034
H 1.89506 1.35671 -2.08072  0.261
H 1.73278 -0.44208 -2.35816  0.145
H -0.71675 0.23349 -0.90246  0.171
H -0.60177 -0.11923 -2.71151  0.256
H 0.23828 2.74301 -1.67366  0.170
H -0.17668 3.31387 -4.21634  0.160
H -0.65954 1.50901 -4.43775  0.167
H 1.03113 1.97699 -3.94045  -0.150
H -1.07467 4.46379 -2.07452  0.259
H -2.07569 4.10671 -3.41849  0.297
H -1.92965 1.73671 0.04166  0.547
H -1.20102 3.39508 -0.16193  0.556
H -2.68198 1.38237 -3.67271  0.371
H -4.07139 0.88087 -0.82382  -0.165
H -2.86633 -0.25486 -1.65569  -0.194
H -4.64722 0.02766 -3.81125  0.361
H -5.83861 0.32148 -2.35410  0.383
H -4.79783 -1.18145 -2.44316  0.355
C 5.17598 -2.74660 -0.46996  0.145
Cl 4.04255 -2.16889 -1.71355  -0.129
Cl 6.47447 -3.67790 -1.24253  0.069
Cl 5.87342 -1.35516 0.38555  -0.057
Cl 4.30952 -3.78247 0.68611  -0.087
C 2.49192 4.55516 -5.58079  0.426
Cl 3.74504 5.37399 -6.53124  -0.075
Cl 2.36183 5.32358 -3.98308  -0.106
Cl 0.93334 4.67778 -6.42557  -0.109
Cl 2.92474 2.84322 -5.37961  -0.105
C -6.11090 1.25367 5.83697  0.329
Cl -7.68521 0.80146 6.51773  -0.057
Cl -5.95921 3.02233 5.81796  -0.078
Cl -4.81335 0.55953 6.83149  -0.111
Cl -5.98216 0.62979 4.17615  -0.140
C -4.95169 6.04508 8.98844  0.327
Cl -6.41453 6.57751 9.84198  -0.089
Cl -4.74751 7.00491 7.50747  -0.107
Cl -3.53786 6.26976 10.03917  -0.095
Cl -5.10676 4.32752 8.56240  -0.034
C 8.19536 -4.87001 -4.92959  0.328
Cl 8.93003 -6.35782 -5.55982  -0.090
Cl 8.37493 -4.82211 -3.16261  -0.063
Cl 9.00481 -3.45954 -5.63917  -0.069
Cl 6.46989 -4.83663 -5.35041  -0.101
C -8.15370 -1.43059 10.34342  0.314
Cl -6.91240 -0.59850 9.38333  -0.013
Cl -8.27680 -0.66715 11.94170  -0.092
Cl -9.71870 -1.31726 9.51064  -0.103
Cl -7.70745 -3.13857 10.53549  -0.096
C -0.48313 -3.59507 0.42991  0.271
Cl -0.34294 -5.35511 0.59642  -0.067
Cl -0.78603 -2.87062 2.02310  -0.106
Cl 1.02533 -2.93996 -0.23990  0.047
Cl -1.83282 -3.20866 -0.66296  -0.149
C 8.22102 -2.48711 3.44620  0.293
Cl 8.07429 -3.09184 5.10924  -0.096
Cl 8.12255 -0.71285 3.45005  -0.109
Cl 9.78241 -2.99173 2.76778  -0.093
Cl 6.90372 -3.14875 2.45587  -0.007
C -2.91013 -8.39125 -1.16460  0.310
Cl -4.49691 -8.81254 -0.48870  -0.088
Cl -2.72671 -6.62430 -1.18876  -0.029
Cl -1.63013 -9.10359 -0.16006  -0.102
Cl -2.78448 -9.02223 -2.81950  -0.091
C 9.41369 0.38892 -3.78079  0.253
Cl 11.14714 0.10112 -4.03358  -0.094
Cl 9.19632 1.71309 -2.61684  -0.105
Cl 8.65481 0.82793 -5.32594  -0.097
Cl 8.65524 -1.08646 -3.14803  0.070

***

multiplicity of number 2 (C7H24N4O5Sm)?
6

***

Among the records above, which one has the lowest calculated total energy?
C20H21BrCl40IN2O